(1)
Below is C4H5BrCoN as an isolated structure, with properties calculated with the ωB97M-V functional and the def2-TZVPD basis.

Summary:
- charge = +1
- HOMO energy (spin up / spin down) (hartree) = -0.457 / -0.424
- 2S+1 = 4

```
12
C4H5BrCoN | the OMol25 dataset | the ωB97M-V functional and the def2-TZVPD basis
Co 3.6360 3.2555 3.0861
Br 2.3949 2.6040 0.9663
N 0.2683 -0.1213 0.1737
C -0.6432 -1.0292 0.6762
C -1.6069 -1.2158 -0.2877
C -1.2223 -0.4809 -1.4342
C -0.0337 0.1256 -1.1045
H 1.1354 0.0544 0.6608
H -0.4106 -1.4306 1.6515
H -2.4346 -1.9092 -0.3084
H -1.7677 -0.5067 -2.3660
H 0.6844 0.6542 -1.7139
```

The Löwdin scheme yields these atomic charges, measured in e: atom 1 (Co): 0.360, atom 2 (Br): -0.210, atom 3 (N): 0.086, atom 4 (C): 0.049, atom 5 (C): 0.011, atom 6 (C): 0.034, atom 7 (C): 0.005, atom 8 (H): 0.091, atom 9 (H): 0.155, atom 10 (H): 0.130, atom 11 (H): 0.134, atom 12 (H): 0.156


(2)
Below is the molecule C4H5BrFN, with properties calculated with the ωB97M-V functional and the def2-TZVPD basis.

Summary:
- structure (SMILES) = C=N/C(Br)=C(/C)F
- HOMO energy (hartree) = -0.320

```
12
C4H5BrFN | the OMol25 dataset | the ωB97M-V functional and the def2-TZVPD basis
C -1.9251 0.3896 -1.5603
C 0.6300 -0.0428 0.0952
C -0.6652 0.1965 0.4249
C 1.7809 -0.4554 0.9882
N -1.6470 0.7456 -0.3775
F 1.0806 0.1093 -1.1953
Br -1.1077 0.2026 2.2406
H -2.7416 1.0046 -2.0836
H -1.5123 -0.6314 -1.9722
H 1.6240 -0.6090 2.0363
H 2.4273 0.3458 1.0249
H 2.0562 -1.2554 0.3788
```

The Löwdin scheme yields these atomic charges, measured in e: atom 1 (C): -0.035, atom 2 (C): -0.339, atom 3 (C): -0.743, atom 4 (C): -0.029, atom 5 (N): -0.071, atom 6 (F): 0.030, atom 7 (Br): 0.783, atom 8 (H): 0.096, atom 9 (H): 0.119, atom 10 (H): 0.056, atom 11 (H): 0.062, atom 12 (H): 0.072


(3)
Below is the molecule C4H5BrN2, with properties calculated with the ωB97M-V functional and the def2-TZVPD basis.

Summary:
- HOMO energy (hartree) = -0.317

```
12
C4H5BrN2 | the OMol25 dataset | the ωB97M-V functional and the def2-TZVPD basis
C -0.3726 2.2061 -0.0385
C -0.7377 0.8181 0.1729
C 1.4850 0.3852 0.1920
C -0.0251 -1.5631 -0.1533
N -0.0934 3.3007 -0.1922
N 0.3378 -0.0877 0.0546
Br 2.8769 -0.8460 -0.0683
H -1.6242 0.4253 -0.5617
H -1.3318 0.8413 1.1401
H 0.2717 -1.8562 -1.1559
H 0.4093 -2.1131 0.6688
H -1.1959 -1.5108 -0.0584
```

The Löwdin scheme yields these atomic charges, measured in e: atom 1 (C): -0.250, atom 2 (C): -0.220, atom 3 (C): -0.557, atom 4 (C): -0.054, atom 5 (N): 0.171, atom 6 (N): -0.329, atom 7 (Br): 0.668, atom 8 (H): 0.174, atom 9 (H): 0.148, atom 10 (H): 0.075, atom 11 (H): 0.062, atom 12 (H): 0.111


Number 1: E -4166.5962 Eh. Number 2: E -2883.9727 Eh. Number 3: E -2838.8249 Eh.